{
  "formula": "C4H5F2O3S",
  "method": "wB97M-V/def2-TZVPD",
  "energy_ev": -26641.722,
  "orbital_gap_ev": [7.7, 7.7],
  "homo_energy_ev": [-4.89, -4.89],
  "e_above_lowest_ev": 0.000,
  "lumo_ev": [2.8, 2.8],
  "total_charge": -1,
  "elements": ["C", "C", "C", "C", "O", "O", "O", "F", "F", "S", "H", "H", "H", "H", "H"],
  "coordinates": [[-1.7421, -0.2872, -1.4171], [2.1240, 0.7599, -0.1326], [0.8487, 1.1376, 0.5148], [-1.8419, -1.1044, -0.0477], [-1.3998, 0.9006, -1.2678], [-1.9308, -1.0387, -2.3630], [1.8095, 0.1290, 2.6878], [-2.5272, -0.6964, 1.0319], [-2.4219, -2.2903, -0.3079], [0.5544, 0.8020, 2.1779], [2.1638, -0.3418, -0.2860], [2.1071, 1.1612, -1.1827], [2.9361, 1.0413, 0.5221], [0.0135, 1.1318, -0.1231], [-0.6936, -1.3048, 0.1936]],
  "mulliken_charge": [0.5098, -0.9912, -0.1782, 0.5890, -0.7699, -0.6586, -0.5920, -0.2695, -0.2766, 0.3325, 0.2365, 0.3266, 0.3627, 0.4864, -0.1074]
}